ORCA calculation (ωB97M-V/def2-TZVPD) on C3H5ClN2S in the gas phase.

```
12
Properties=species:S:1:pos:R:3
H -0.354 2.400 0.610
N -1.044 1.591 -0.031
C -0.631 0.366 0.132
C 0.733 0.032 0.572
C 1.767 0.306 -0.289
Cl 3.450 -0.296 -0.060
N -1.440 -0.765 -0.015
S -3.109 -0.367 -0.015
H 0.584 -0.797 1.423
H 1.304 0.816 -1.257
H -0.934 -1.596 -0.490
H -3.334 0.068 -1.209
```

Properties
* frontier orbital gap: 9.6 eV
* total charge: 0
* lowest unoccupied orbital energy: 0.39 eV
* SMILES: [H]/N=C(\C=C\Cl)NS
* HOMO level: -0.3377 Eh



ORCA calculation (ωB97M-V/def2-TZVPD) on 2 unconnected molecules or ions with the total composition C3H5ClO2.

```
11
Properties=species:S:1:pos:R:3
C 0.276 -0.127 0.445
C -3.569 -0.090 -0.894
C 0.797 -0.833 -0.716
O -0.330 -0.574 1.418
O -2.596 -0.804 -0.598
Cl -3.940 0.851 0.451
H 0.250 0.968 0.299
H 0.189 -0.377 -1.554
H 0.731 -1.910 -0.631
H 1.840 -0.667 -0.844
H -2.059 -0.728 0.230
```

Properties
* frontier orbital gap: 9.8 eV
* total charge: 0
* lowest unoccupied orbital energy: 0.48 eV
* HOMO level: -0.3424 Eh



ORCA calculation (ωB97M-V/def2-TZVPD) on 2 unconnected molecules or ions with the total composition C3H5ClO2.

```
11
Properties=species:S:1:pos:R:3
C -0.709 0.675 1.848
C 1.177 0.123 -0.805
C -0.188 -0.393 -0.406
O 0.020 1.215 2.589
O -1.133 -0.140 -1.349
Cl -0.128 -2.088 0.210
H -1.750 0.470 2.071
H 1.722 -0.710 -1.497
H 1.736 0.549 0.055
H 1.051 1.077 -1.327
H -1.799 -0.776 -1.388
```

Properties
* frontier orbital gap (alpha / beta): 8.4 / 8.3 eV
* total charge: 0
* lowest unoccupied orbital energy (alpha / beta): 0.40 / 0.46 eV
* HOMO level (alpha / beta): -0.2955 / -0.2875 Eh



ORCA calculation (ωB97M-V/def2-TZVPD) on a gas-phase ion, C3H5ClO2P (charge -1).

```
12
Properties=species:S:1:pos:R:3
C 1.618 -0.944 0.676
C 0.922 0.270 1.113
C -0.664 0.455 -1.345
O 2.286 -1.745 1.378
O 1.521 -1.246 -0.593
P 0.164 -1.111 -1.643
Cl 0.143 1.761 -2.179
H 1.513 0.604 2.002
H 1.063 1.183 0.349
H -0.138 0.089 1.237
H -0.631 -1.603 -0.617
H -1.628 0.264 -1.772
```

Properties
* frontier orbital gap: 6.2 eV
* total charge: -1
* lowest unoccupied orbital energy: 3.86 eV
* HOMO level: -0.0875 Eh



Computed values of strongest force on any atom (unit: Eh/bohr) for the preceding records, in sequence: 0.0977, 0.0787, 0.0587, 0.0754.
Computed values of energy above the lowest of the compared OMol25 structures with the same formula, charge and spin (unit: eV) for the preceding records, in sequence: 2.6585, 3.4345, 4.1055, 4.0586.